Computed, not measured: a cluster of 5 separate species, C37H78N4O11 in total in a non-equilibrium geometry, with ωB97M-V/def2-TZVPD.

```
130
Properties=species:S:1:pos:R:3:forces:R:3:mulliken_charge:R:1
C 7.7081 -1.7473 6.4453 -0.19 0.27 0.49 -0.681
C 9.2076 -1.8179 5.7808 -0.21 0.14 -0.32 -0.360
C 9.2164 -1.6111 4.1340 -1.24 0.15 0.31 -0.509
C 9.6642 -0.0582 3.7038 -1.86 -0.60 -0.05 -0.762
C 8.3559 0.8852 4.1244 -0.01 1.67 3.31 0.463
C 8.2034 1.5121 5.4983 -1.15 -1.27 -4.49 -0.420
C 6.7877 2.3751 5.7165 0.52 3.46 1.89 0.182
O 6.7608 3.5509 6.3510 -0.12 -7.36 -3.72 -0.569
C 5.4422 1.6579 5.0290 0.29 -1.55 -3.79 0.589
C 3.9776 1.6114 5.8287 1.62 0.18 0.70 -0.456
O 2.8293 1.4026 4.9329 1.71 -1.44 1.74 -0.368
C 2.5475 -0.0273 4.7110 -0.42 -1.23 -1.24 0.057
C 0.9833 -0.4627 5.0218 0.24 -0.34 -0.79 -0.578
C 5.5960 1.0414 3.6503 1.31 2.04 3.77 -0.203
C 7.1367 1.1234 3.0046 0.48 1.07 -3.76 0.139
O 7.3884 1.3920 1.7153 -1.51 -1.95 7.97 -0.562
H 6.9748 -0.9868 5.9127 1.69 -1.56 0.92 0.007
H 7.8515 -1.3433 7.5549 -0.50 -1.07 -2.25 0.261
H 7.1632 -2.8027 6.4661 1.30 2.23 -0.01 0.326
H 9.8297 -0.9105 6.2149 -1.05 -2.15 -0.66 0.179
H 9.6657 -2.8752 6.0894 -0.73 2.55 -0.69 0.298
H 8.0765 -1.7390 3.8031 2.45 0.25 0.48 0.269
H 9.8126 -2.4357 3.5562 -0.86 1.74 1.20 0.319
H 9.7365 -0.0588 2.5305 0.09 0.33 2.40 0.302
H 10.6461 0.2715 4.2485 -1.99 -0.53 -1.16 0.348
H 9.0016 1.3841 6.3444 -1.73 0.55 -1.84 0.310
H 4.1055 0.7348 6.6287 -0.46 1.69 -1.79 0.266
H 3.9046 2.6031 6.4814 -0.18 -1.98 -1.81 0.319
H 2.7340 -0.2395 3.5515 -0.39 0.46 2.46 0.026
H 3.2622 -0.7611 5.2855 -1.19 1.76 -0.86 0.228
H 0.3816 0.3692 5.5838 1.32 -1.67 -0.96 0.279
H 0.9895 -1.4985 5.6082 -0.15 2.40 -1.15 0.241
H 0.4647 -0.6570 3.9673 0.98 0.45 2.40 -0.053
H 4.7225 0.5368 3.0571 1.91 1.30 1.23 0.120
C 0.9274 -3.9327 0.8564 -0.01 0.31 0.15 -0.809
O 1.1905 -2.5639 0.5787 -0.03 -0.45 -0.26 -0.194
C 1.3353 -2.2975 -0.8221 -0.19 0.69 0.00 -0.897
C 0.1843 -1.4056 -1.3127 0.02 -0.71 0.27 0.126
N -1.0840 -2.1417 -1.3251 0.11 0.18 0.11 -0.333
C -2.2533 -1.2864 -1.5577 -0.02 -0.16 0.28 -0.835
C -2.5938 -0.2522 -0.4662 -0.40 -0.10 -0.44 -0.261
O -3.0142 -0.8356 0.7686 0.80 0.28 -0.16 -0.228
C -1.9543 -1.1551 1.6588 -0.39 -0.12 0.08 -0.938
H 0.9312 -4.0679 1.9410 0.03 0.12 -0.11 0.256
H -0.0576 -4.2214 0.4777 0.05 -0.18 -0.07 0.329
H 1.6994 -4.5743 0.4219 -0.07 -0.06 -0.03 0.313
H 1.4097 -3.2197 -1.4148 -0.17 0.08 0.19 0.402
H 2.2774 -1.7510 -0.9430 -0.06 -0.03 -0.03 0.283
H 0.4069 -1.0527 -2.3248 -0.04 0.01 0.04 0.361
H 0.1272 -0.5379 -0.6481 0.24 0.16 -0.02 0.095
H -1.2074 -2.6093 -0.4281 0.10 0.13 -0.28 0.172
H -3.1130 -1.9578 -1.6652 -0.01 0.14 0.04 0.318
H -2.1357 -0.7723 -2.5188 0.04 0.06 0.16 0.360
H -3.4523 0.3260 -0.8276 0.19 -0.13 0.18 -0.250
H -1.7903 0.4748 -0.3068 0.09 -0.14 0.10 0.500
H -1.1039 -0.4729 1.5618 -0.02 -0.09 -0.10 0.384
H -1.6348 -2.1878 1.5055 0.27 0.02 0.06 0.282
H -2.3366 -1.0831 2.6812 -0.04 0.05 -0.08 0.406
C -7.3318 4.5708 -2.7349 -0.02 -0.33 -0.07 -0.597
O -7.2809 3.7784 -3.9136 0.12 0.54 0.05 -0.331
C -6.8129 4.5075 -5.0553 0.20 -0.55 -0.31 -0.804
C -5.4568 3.9524 -5.5180 -0.22 0.33 0.65 -0.204
N -4.3982 4.2799 -4.5574 -0.08 -0.20 -0.16 -0.324
C -3.1344 3.5826 -4.8212 -0.16 -0.07 0.41 -0.756
C -3.1320 2.0496 -4.6583 0.55 0.23 0.10 -0.556
O -3.3245 1.6135 -3.3112 -0.21 -0.01 -0.57 -0.201
C -4.6850 1.4692 -2.9288 0.16 -0.07 0.29 -0.401
H -7.7900 3.9741 -1.9420 0.05 -0.01 -0.17 0.116
H -6.3242 4.8519 -2.4145 -0.04 0.19 0.06 0.309
H -7.9390 5.4667 -2.8930 0.07 0.05 0.05 0.343
H -6.7607 5.5884 -4.8651 0.10 -0.23 0.13 0.397
H -7.5467 4.3483 -5.8533 0.07 0.03 0.03 0.388
H -5.2048 4.3811 -6.4932 0.03 -0.01 0.06 0.395
H -5.5606 2.8690 -5.6324 -0.19 -0.07 -0.19 0.175
H -4.7086 4.0284 -3.6199 0.05 0.10 -0.31 0.092
H -2.3991 3.9967 -4.1215 0.00 -0.15 -0.10 0.371
H -2.7868 3.8398 -5.8286 -0.11 -0.07 0.03 0.416
H -2.1336 1.6974 -4.9434 -0.06 0.04 0.08 0.301
H -3.8299 1.5507 -5.3391 -0.18 0.05 0.13 0.391
H -5.3279 1.1771 -3.7650 0.06 0.13 0.00 0.339
H -5.0463 2.3937 -2.4741 -0.26 -0.04 -0.05 0.239
H -4.7415 0.6890 -2.1642 -0.06 0.11 -0.19 0.072
C -10.3209 -2.6385 1.0630 0.00 0.33 0.13 -0.723
O -9.8660 -1.9524 2.2215 0.10 -0.52 -0.19 -0.341
C -8.9471 -2.7267 3.0026 0.30 0.54 0.30 -0.779
C -7.5552 -2.0762 2.9808 -0.46 -0.30 -0.61 -0.227
N -6.9342 -2.2051 1.6585 -0.13 0.16 0.28 -0.232
C -5.7132 -1.4058 1.5064 -0.35 0.08 -0.39 -0.541
C -5.8697 0.1274 1.5427 0.58 -0.16 -0.22 -0.549
O -6.5967 0.6584 0.4331 -0.13 -0.03 0.53 -0.337
C -8.0051 0.6931 0.6155 0.16 0.12 -0.39 -0.581
H -11.0872 -2.0252 0.5820 0.10 -0.01 0.15 0.240
H -9.5013 -2.7835 0.3530 -0.04 -0.19 -0.06 0.308
H -10.7622 -3.6033 1.3291 0.04 -0.04 -0.08 0.343
H -8.9056 -3.7752 2.6767 0.03 0.25 -0.14 0.404
H -9.3220 -2.7161 4.0322 0.04 -0.02 -0.06 0.388
H -6.9182 -2.5608 3.7276 0.01 0.01 -0.06 0.363
H -7.6737 -1.0239 3.2570 -0.10 0.03 0.26 0.190
H -7.5992 -1.9056 0.9467 0.16 -0.12 0.26 0.119
H -5.2830 -1.6774 0.5354 0.00 0.15 0.24 0.212
H -4.9866 -1.7133 2.2675 -0.12 0.06 -0.04 0.329
H -4.8630 0.5554 1.4688 -0.17 -0.13 -0.04 0.303
H -6.2783 0.4886 2.4925 -0.26 -0.05 -0.05 0.353
H -8.2899 0.8415 1.6618 0.06 -0.13 -0.04 0.293
H -8.4563 -0.2202 0.2228 -0.22 -0.03 0.17 0.226
H -8.4025 1.5277 0.0305 0.11 -0.04 0.05 0.203
C 7.1229 0.9222 -2.9516 -0.10 0.17 -0.23 -0.707
O 6.9343 0.5979 -4.3225 0.10 -0.39 0.36 -0.353
C 7.0324 -0.8083 -4.5809 -0.36 0.08 -0.54 -0.760
C 5.6710 -1.3595 -5.0323 0.24 0.32 0.64 -0.248
N 4.7135 -1.3727 -3.9216 -0.03 0.04 -0.24 -0.300
C 3.3379 -1.6650 -4.3400 0.07 0.38 0.18 0.045
C 2.6412 -0.6225 -5.2370 -0.39 -0.28 0.34 -0.697
O 2.3919 0.6239 -4.5842 0.31 -0.32 -0.45 -0.365
C 3.4668 1.5500 -4.6552 -0.29 0.17 0.23 -0.656
H 7.1332 2.0111 -2.8567 0.00 -0.15 -0.11 0.256
H 6.2996 0.5324 -2.3457 0.12 -0.06 0.17 0.285
H 8.0764 0.5308 -2.5857 -0.06 -0.02 0.09 0.349
H 7.4240 -1.3631 -3.7170 -0.21 0.18 -0.03 0.398
H 7.7482 -0.9286 -5.4018 -0.06 -0.03 0.05 0.392
H 5.8010 -2.3791 -5.4091 -0.04 0.03 0.04 0.359
H 5.3111 -0.7305 -5.8524 0.17 -0.01 -0.22 0.201
H 4.7186 -0.4613 -3.4656 0.06 -0.28 -0.15 0.074
H 2.7485 -1.7663 -3.4213 -0.05 0.02 -0.16 -0.420
H 3.3143 -2.6424 -4.8361 0.05 0.10 -0.05 0.488
H 1.6540 -1.0257 -5.4916 0.06 0.06 0.07 0.411
H 3.1575 -0.4729 -6.1912 0.15 0.12 0.10 0.441
H 4.0508 1.4463 -5.5750 0.01 -0.10 0.11 0.317
H 4.1108 1.4441 -3.7799 0.24 0.07 -0.12 0.225
H 3.0470 2.5597 -4.6277 -0.04 -0.14 -0.03 0.275
```
Positions in Å, forces in eV/Å.

## Properties
SMILES string: CCCCC1=CC(=O)C(COCC)=CC1=O.COCCNCCOC.COCCNCCOC.COCCNCCOC.COCCNCCOC
LUMO (hartree): -0.051
Orbital gap (Eh): 0.2587
Spin multiplicity: 1
Strongest force on any atom (eV/Å): 8.34